# N3

An isolated ion of composition N3 and charge -1 at a distorted geometry (ωB97M-V/def2-TZVPD, the Open Molecules 2025 dataset).

## Properties
SMILES: N#[N+][N-2]
max |F|: 0.0990 Eh/bohr
frontier orbital gap: 8.96 eV
E: -164.2459 hartree

```
! wB97M-V def2-TZVPD RIJCOSX def2/J DEFGRID3
* xyz -1 1
N -0.4817 -1.0966 0.0506
N -0.0097 0.0341 0.0453
N 0.4914 1.0625 -0.0959
*
```

Which charges does Mulliken predict for the atoms? In e, they are:
1 N -0.475
2 N 0.004
3 N -0.528